Entry 1:
C3H11N | ωB97M-V/def2-TZVPD

Properties
**Molar mass**: 61.13 g/mol
**E**: -4779.019 eV
**Spin multiplicity**: 1
**Energy above the lowest of the compared OMol25 structures with the same formula, charge and spin**: 46.0 kJ/mol
**Orbital gap**: 10.40 eV
**Strongest force on any atom**: 1.8 eV Å⁻¹

Each line ends with the Mulliken charge.
Atoms and positions in Å:
C (-1.29, -0.25, -2.48)  -1.0284
H (-1.35, 0.80, -2.79)  0.2652
H (-1.74, -0.22, -1.49)  0.2200
H (-0.27, -0.61, -2.40)  0.2245
H (-1.98, -0.79, -3.11)  0.3243
C (0.88, 1.14, 0.64)  -0.9940
C (0.69, -0.35, 0.98)  -0.0447
N (0.22, -0.52, 2.37)  -0.6388
H (0.57, 1.72, 1.52)  0.3385
H (1.90, 1.44, 0.47)  0.3075
H (0.27, 1.42, -0.21)  0.1725
H (-0.04, -0.85, 0.35)  0.1861
H (1.64, -0.85, 0.75)  0.2347
H (-0.48, -1.25, 2.41)  0.2270
H (0.97, -0.82, 2.98)  0.2057


Entry 2:
C5H8N | ωB97M-V/def2-TZVPD

Properties
**Molar mass**: 82.13 g/mol
**E**: -6793.084 eV
**Spin multiplicity**: 1
**Energy above the lowest of the compared OMol25 structures with the same formula, charge and spin**: 482.8 kJ/mol
**Orbital gap**: 10.22 eV
**Total charge**: +1
**Strongest force on any atom**: 3.0 eV Å⁻¹

Each line ends with the Mulliken charge.
Atoms and positions in Å:
C (0.79, -0.01, -0.03)  0.6783
C (-0.60, -1.80, -0.14)  -0.3946
C (-0.46, 0.30, -0.23)  0.3657
C (2.15, 0.48, 0.01)  -1.1089
C (-1.75, 0.94, 0.09)  -1.0215
N (0.34, -1.25, 0.54)  -0.2139
H (-1.24, -2.52, 0.44)  0.3331
H (-0.75, -1.62, -1.28)  0.3798
H (2.23, 1.19, 0.86)  0.2841
H (2.48, 1.08, -0.83)  0.3715
H (3.02, -0.31, -0.03)  0.3162
H (-1.71, 1.93, -0.40)  0.3645
H (-1.92, 1.34, 1.19)  0.3236
H (-2.59, 0.27, -0.20)  0.3220


Entry 3:
C5H12CeClFeO2 | ωB97M-V/def2-TZVPD

Properties
**Molar mass**: 335.56 g/mol
**E**: -69310.642 eV
**<S²>**: 12.015
**Spin multiplicity**: 7
**Energy above the lowest of the compared OMol25 structures with the same formula, charge and spin**: 47.4 kJ/mol
**Orbital gap (alpha / beta)**: 6.51 / 6.44 eV
**Total charge**: -1
**Strongest force on any atom**: 4.3 eV Å⁻¹

Each line ends with the Mulliken spin population.
Atoms and positions in Å:
Ce (1.22, -1.19, 0.00)  0.9988
Cl (2.59, -3.16, -0.75)  -0.0012
C (1.97, 0.65, -1.18)  0.0119
C (-0.24, -1.34, -1.86)  0.0047
H (1.50, 0.76, -2.18)  0.0012
H (1.75, 1.53, -0.55)  -0.0105
H (3.05, 0.50, -1.26)  0.0005
H (0.16, -0.68, -2.62)  -0.0011
H (-1.31, -1.12, -1.76)  -0.0109
H (-0.14, -2.39, -2.23)  0.0001
Fe (-1.43, 1.03, 1.22)  4.0882
C (-1.47, -1.08, 1.16)  0.0697
C (-1.99, 1.91, -0.20)  0.7802
H (-2.52, -1.11, 0.86)  -0.0032
H (-0.94, -1.94, 0.69)  -0.0169
H (-1.47, -1.33, 2.22)  0.0090
H (-2.59, 1.12, -0.78)  0.0362
H (-1.65, 2.79, -0.81)  0.0152
O (-0.25, 1.82, 2.60)  0.0204
C (0.89, 1.28, 2.51)  0.0187
O (1.25, 0.37, 1.66)  -0.0224
H (1.63, 1.57, 3.23)  0.0114